# 1
Entry from OMol25: C22H22BrNO4PSSe2W as an isolated structure (ωB97M-V with the def2-TZVPD basis set).

Geometry (Å):
W -0.210 -0.284 -0.613
C 0.122 -6.312 4.740
C 0.001 -4.944 4.127
C 0.745 -3.878 4.634
C 0.656 -2.619 4.070
C -0.179 -2.420 2.978
C -0.928 -3.460 2.456
C -0.835 -4.715 3.041
S -0.226 -0.815 2.231
O -1.378 -0.820 1.297
O -0.218 0.131 3.310
N 0.914 -0.677 1.179
C 2.202 -0.049 1.357
C 2.738 0.229 -0.052
O 3.887 0.599 -0.212
O 1.886 0.014 -1.010
H 0.014 -6.270 5.825
H 1.100 -6.748 4.526
H -0.637 -6.988 4.348
H 1.396 -4.039 5.486
H 1.216 -1.788 4.480
H -1.553 -3.287 1.592
H -1.418 -5.532 2.633
H 2.914 -0.692 1.880
H 2.129 0.904 1.888
Se -0.013 -0.117 -3.180
P -0.145 1.844 -2.146
Se -0.224 2.249 0.019
C -1.549 2.709 -2.935
C -2.573 3.270 -2.188
C -3.617 3.932 -2.823
C -3.630 4.046 -4.204
C -2.602 3.485 -4.955
C -1.572 2.812 -4.323
C 1.303 2.846 -2.629
C 1.161 4.232 -2.664
C 2.239 5.032 -3.001
C 3.469 4.450 -3.292
C 3.609 3.072 -3.247
C 2.526 2.265 -2.924
H -2.556 3.176 -1.109
H -4.419 4.356 -2.233
H -4.442 4.564 -4.698
H -2.608 3.565 -6.034
H -0.781 2.356 -4.908
H 0.206 4.687 -2.423
H 2.122 6.108 -3.032
H 4.316 5.074 -3.548
H 4.568 2.614 -3.452
H 2.632 1.190 -2.868
Br -0.142 -2.880 -1.008
C -2.368 -0.162 -1.097
H -2.669 0.440 -1.954
H -2.903 0.218 -0.222
H -2.708 -1.185 -1.291

## Properties
LUMO level (alpha / beta): 0.093 / 0.072 Ha
2S+1: 3
E_HOMO (alpha / beta): -4.241 / -5.320 eV
total charge: -1
total energy: -9390.951026 hartree
F_max: 0.0395 Eh/bohr

Mulliken charges in e: 0.68 -1.39 1.03 -0.73 -0.62 0.02 -0.23 -0.94 1.41 -0.72 -0.75 -0.01 -0.51 0.48 -0.73 -0.34 0.35 0.30 0.34 0.35 0.43 0.54 0.29 0.39 0.32 -0.33 0.38 -0.42 0.49 -0.14 -0.67 -0.39 -0.67 -0.32 0.79 -0.49 -0.59 -0.40 -0.79 -0.45 0.31 0.38 0.36 0.39 0.36 0.37 0.38 0.37 0.38 0.30 -0.53 -1.17 0.41 0.35 0.36

# 2
Entry from OMol25: C22H22CaIN8O4S2Se as an isolated structure (ωB97M-V with the def2-TZVPD basis set).

Geometry (Å):
Ca 0.436 0.056 1.494
C -0.012 -4.417 -0.081
C -0.772 -3.434 -0.902
N -1.056 -3.678 -2.161
C -1.754 -2.834 -2.907
C -2.284 -1.640 -2.486
C -3.381 -0.938 -3.273
O -2.917 0.302 -3.756
C -1.856 -1.155 -1.212
C -2.058 0.193 -0.892
N -1.447 0.902 0.060
C -1.916 2.178 0.251
C -2.102 3.094 -0.838
C -2.603 4.373 -0.610
C -3.105 4.742 0.667
C -2.973 3.913 1.738
C -2.296 2.690 1.527
I -2.273 1.338 3.235
C -1.126 -2.140 -0.343
O -0.898 -1.818 0.855
H 0.729 -4.969 -0.704
H -0.615 -5.161 0.484
H 0.635 -3.985 0.753
H -1.866 -3.186 -3.948
H -4.253 -0.771 -2.616
H -3.772 -1.657 -4.020
H -3.072 0.407 -4.753
H -2.860 0.682 -1.439
H -1.802 2.735 -1.799
H -2.706 5.058 -1.489
H -3.511 5.736 0.812
H -3.377 4.230 2.734
N 2.001 2.046 -1.621
C 2.263 0.768 -1.627
N 2.188 -0.094 -0.607
C 2.812 -1.286 -0.833
C 3.362 -1.457 -2.127
S 2.970 -0.110 -3.062
C 2.926 -2.281 0.296
C 3.579 -3.476 0.206
S 3.569 -4.383 1.625
C 2.694 -2.964 2.375
N 2.378 -2.007 1.525
N 2.599 -2.888 3.689
H 1.737 2.598 -0.726
H 1.849 2.588 -2.520
H 3.936 -2.213 -2.558
H 3.960 -3.870 -0.688
H 2.888 -3.674 4.258
H 1.971 -2.217 4.212
O 0.891 -1.870 5.509
C 0.248 -1.211 4.680
O 0.573 -0.578 3.620
H -0.845 -1.133 4.994
Se 3.057 3.764 3.722
C 2.088 2.773 2.566
N 1.408 2.163 1.826
N 1.395 4.761 -0.813
H 2.226 5.094 -1.283
H 1.474 4.991 0.184
H 0.664 5.318 -1.201

## Properties
LUMO level: 0.072 Ha
2S+1: 1
E_HOMO: -4.870 eV
total charge: -1
total energy: -5763.912564 hartree
F_max: 0.0876 Eh/bohr

Mulliken charges in e: 2.09 -0.83 0.36 -0.65 -0.58 0.66 -1.11 -0.51 0.30 -1.06 0.49 0.17 0.10 -0.79 -0.43 -0.50 -0.25 0.08 0.93 -1.14 0.32 0.33 -0.02 0.33 0.31 0.43 0.31 0.64 0.53 0.32 0.35 0.32 -0.21 0.25 -0.09 -0.36 -0.54 -0.29 0.13 -0.31 -0.30 0.40 -0.09 -0.31 0.18 0.19 0.48 0.42 0.20 0.11 -0.66 0.00 -0.57 0.09 -0.31 -0.20 -0.67 -0.72 0.22 0.23 0.21

# 3
Entry from OMol25: C22H22Cl2MoNO2S4Sb as an isolated structure (ωB97M-V with the def2-TZVPD basis set).

Geometry (Å):
Mo 0.655 0.189 -0.098
C -1.450 -1.076 3.787
C -1.508 0.452 3.760
C -2.716 0.960 4.552
C -1.529 0.984 2.348
C -0.458 1.752 1.877
C -0.542 2.438 0.658
C -1.704 2.359 -0.122
C -1.863 3.234 -1.321
C -2.714 1.500 0.304
C -2.625 0.818 1.507
H -1.430 -1.433 4.813
H -0.551 -1.429 3.285
H -2.319 -1.504 3.293
H -0.602 0.833 4.247
H -3.645 0.549 4.167
H -2.776 2.044 4.509
H -2.622 0.663 5.593
H 0.362 1.987 2.553
H 0.216 3.175 0.412
H -2.890 3.214 -1.675
H -1.206 2.918 -2.133
H -1.592 4.257 -1.062
H -3.612 1.404 -0.289
H -3.459 0.210 1.824
S 0.203 -0.396 -4.349
Sb 2.205 -0.232 -3.185
S 1.635 1.620 -1.608
S 1.767 -1.691 -1.247
Cl -5.000 -3.989 -2.159
C -3.763 -2.835 -1.864
C -3.636 -1.742 -2.737
C -2.678 -0.787 -2.491
Cl -2.486 0.566 -3.524
C -1.768 -0.908 -1.405
O -0.851 -0.031 -1.210
C -1.906 -2.033 -0.527
C -1.039 -2.149 0.596
O -0.154 -1.307 0.910
C -2.926 -2.974 -0.776
H -4.286 -1.639 -3.591
H -1.161 -3.017 1.251
H -3.050 -3.806 -0.100
S 2.517 0.691 1.353
C 3.447 -0.125 2.526
N 4.519 0.576 2.988
C 5.332 0.114 3.955
C 5.108 -1.111 4.516
C 4.023 -1.884 4.052
C 3.193 -1.390 3.076
H 4.682 1.479 2.550
H 6.147 0.750 4.261
H 5.761 -1.474 5.293
H 3.860 -2.866 4.467
H 2.346 -1.945 2.697

## Properties
LUMO level (alpha / beta): -0.193 / -0.184 Ha
2S+1: 2
E_HOMO (alpha / beta): -9.870 / -9.771 eV
total charge: +1
total energy: -3878.169967 hartree
F_max: 0.1015 Eh/bohr

Mulliken charges in e: 0.05 -1.13 -0.04 -1.60 1.34 -1.08 -1.24 1.41 -1.67 -1.14 -0.07 0.56 -0.07 0.25 0.46 0.32 0.40 0.46 0.64 0.65 0.38 0.27 0.42 0.47 0.47 -0.44 0.44 -0.24 -0.37 -0.19 0.13 -0.48 0.47 -0.10 0.14 0.14 0.71 -0.50 -0.06 -1.20 0.50 0.40 0.48 -0.40 0.72 -0.01 -0.25 -0.64 -0.28 -0.42 0.27 0.44 0.40 0.45 0.36

# 4
Entry from OMol25: C22H22Cl2N7NaO5S as an isolated structure (ωB97M-V with the def2-TZVPD basis set).

Geometry (Å):
Na 1.615 0.647 -0.306
O 0.968 -3.933 0.384
C 1.444 -2.793 0.095
N 1.094 -1.927 -0.797
C -0.010 -2.168 -1.660
C -0.505 -3.458 -1.975
C -1.539 -3.647 -2.871
C -2.219 -2.588 -3.383
C -1.740 -1.269 -3.166
C -0.610 -1.030 -2.317
N -0.135 0.242 -2.088
C -0.295 1.205 -2.938
O -0.649 1.178 -4.142
C -0.017 2.588 -2.316
C 0.581 3.562 -3.083
C 0.840 4.757 -2.483
C 0.585 4.940 -1.105
C -0.123 3.927 -0.484
N -0.367 2.746 -1.039
C 2.739 -2.384 0.817
C 3.528 -3.350 1.537
C 4.773 -2.920 2.043
C 5.182 -1.640 1.802
C 4.351 -0.777 1.066
N 3.180 -1.152 0.630
H -0.150 -4.327 -1.399
H -1.957 -4.651 -3.135
H -3.009 -2.781 -4.080
H -2.205 -0.424 -3.595
H 0.582 3.307 -4.110
H 1.194 5.597 -3.120
H 0.871 5.793 -0.584
H -0.342 3.948 0.570
H 3.279 -4.366 1.821
H 5.285 -3.654 2.672
H 6.201 -1.281 2.029
H 4.618 0.207 0.862
C -1.846 0.954 4.006
N -2.915 1.600 3.210
C -2.676 2.223 1.976
S -3.443 3.689 1.659
N -1.928 1.613 1.087
C -1.383 0.253 1.153
H -2.076 1.131 5.065
H -0.836 1.272 3.809
H -1.981 -0.170 3.984
H -3.514 2.254 3.681
H -1.599 2.142 0.288
H -0.430 0.276 1.691
H -1.221 -0.040 0.116
H -2.128 -0.357 1.632
O 1.055 1.667 1.573
N 2.206 2.075 1.834
O 2.564 2.294 3.020
O 2.991 2.229 0.871
Cl -3.086 -3.157 1.355
C -3.508 -2.630 -0.266
Cl -5.272 -2.498 -0.540
H -2.990 -3.278 -0.986
H -3.021 -1.666 -0.369

## Properties
LUMO level: 0.141 Ha
2S+1: 1
E_HOMO: -1.583 eV
total charge: -2
total energy: -3091.962092 hartree
F_max: 0.0512 Eh/bohr

Mulliken charges in e: 0.79 -0.88 0.40 -0.25 0.52 -0.19 -0.67 -0.70 -0.46 -0.31 0.09 0.07 -0.82 0.59 -0.96 -0.31 -0.95 -0.11 -0.24 0.22 -0.75 -0.08 -0.86 -0.20 0.00 0.28 0.19 0.37 0.54 0.53 0.32 0.49 0.31 0.38 0.35 0.29 0.61 -0.76 -0.29 0.42 -0.55 0.42 -0.31 0.37 0.23 0.21 0.27 0.16 0.22 -0.57 0.53 -0.45 0.95 -0.73 -0.67 -0.19 0.94 -0.24 -0.13 -0.41

# 5
Entry from OMol25: one molecule with the formula C22H22FN3O3 (ωB97M-V with the def2-TZVPD basis set).

Geometry (Å):
C -4.689 -2.121 1.928
C -3.430 -1.834 1.199
N -2.341 -2.525 1.330
C -1.406 -1.934 0.519
C -0.087 -2.283 0.265
C 0.628 -1.494 -0.619
C 2.035 -1.868 -0.988
O 2.273 -2.620 -1.913
N 3.008 -1.331 -0.213
C 2.803 -0.340 0.812
C 3.340 1.015 0.347
C 4.831 0.885 -0.024
C 5.016 -0.230 -1.057
C 4.399 -1.533 -0.552
O 5.334 2.096 -0.548
C 5.827 2.861 0.529
C 6.045 1.837 1.662
O 5.615 0.608 1.122
C 0.039 -0.393 -1.253
C -1.272 -0.033 -1.013
C -1.982 -0.807 -0.111
N -3.289 -0.765 0.333
C -4.234 0.215 0.008
C -5.509 -0.137 -0.425
C -6.430 0.845 -0.743
C -6.097 2.185 -0.643
C -4.823 2.515 -0.215
F -4.484 3.815 -0.108
C -3.885 1.558 0.116
H -5.343 -2.755 1.331
H -4.444 -2.658 2.841
H -5.218 -1.201 2.168
H 0.356 -3.147 0.733
H 1.742 -0.270 1.054
H 3.356 -0.650 1.707
H 2.799 1.358 -0.536
H 3.220 1.755 1.139
H 4.537 0.087 -1.983
H 6.082 -0.363 -1.240
H 4.444 -2.303 -1.324
H 4.938 -1.868 0.340
H 6.752 3.340 0.204
H 5.102 3.633 0.818
H 5.460 2.093 2.554
H 7.096 1.732 1.941
H 0.627 0.178 -1.956
H -1.722 0.809 -1.518
H -5.769 -1.179 -0.528
H -7.415 0.564 -1.080
H -6.800 2.963 -0.890
H -2.906 1.853 0.461

## Properties
LUMO level: 0.021 Ha
2S+1: 1
E_HOMO: -8.578 eV
total energy: -1341.439628 hartree
F_max: 0.0164 Eh/bohr
SMILES string: Cc1nc2cc(C(=O)N3CCC4(CC3)OCCO4)ccc2n1-c1cccc(F)c1

Mulliken charges in e: -1.53 0.91 -0.83 0.26 -0.37 -0.06 0.24 -0.68 0.03 -0.85 -0.78 1.12 -0.88 -0.96 -0.57 -0.47 -0.37 -0.46 -0.52 -0.78 0.63 0.20 -0.10 -0.35 -0.61 -0.51 0.15 -0.32 -0.36 0.26 0.40 0.38 0.52 0.51 0.34 0.23 0.42 0.26 0.42 0.51 0.33 0.33 0.27 0.25 0.32 0.52 0.57 0.46 0.39 0.46 0.63

# 6
Entry from OMol25: C22H22IN2OPPd as an isolated structure (ωB97M-V with the def2-TZVPD basis set).

Geometry (Å):
Pd 0.289 1.851 -0.222
I 1.401 1.441 2.057
C 0.081 0.112 3.013
C 0.098 0.271 4.371
C -0.703 -0.549 5.188
C -1.512 -1.475 4.607
C -1.551 -1.635 3.201
C -2.428 -2.600 2.648
C -2.524 -2.796 1.304
C -1.721 -2.027 0.448
C -0.838 -1.087 0.937
P 0.172 -0.311 -0.300
C -0.759 0.066 -1.767
C -1.906 0.868 -1.590
C -2.598 1.330 -2.704
C -2.167 0.981 -3.971
C -1.032 0.187 -4.150
C -0.312 -0.255 -3.061
C 1.662 -1.221 -0.603
C 2.651 -0.653 -1.413
C 3.819 -1.354 -1.654
C 4.007 -2.607 -1.081
C 3.034 -3.163 -0.262
C 1.857 -2.473 -0.017
C -0.730 -0.844 2.346
H 0.721 1.025 4.834
H -0.674 -0.422 6.261
H -2.148 -2.107 5.214
H -3.034 -3.184 3.329
H -3.202 -3.532 0.896
H -1.793 -2.189 -0.621
H -2.284 1.081 -0.595
H -3.482 1.939 -2.572
H -2.721 1.320 -4.837
H -0.718 -0.085 -5.149
H 0.573 -0.863 -3.196
H 2.512 0.335 -1.835
H 4.588 -0.926 -2.284
H 4.922 -3.151 -1.270
H 3.190 -4.135 0.184
H 1.097 -2.908 0.619
N -1.526 4.157 -0.228
N -0.083 3.997 -0.325
H -1.797 5.012 -0.707
H -1.749 4.290 0.753
H 0.404 4.591 0.343
H 0.213 4.331 -1.238
O 2.549 3.033 -1.478
H 2.800 3.055 -2.409
H 3.354 3.283 -1.010

## Properties
LUMO level: -0.267 Ha
2S+1: 1
E_HOMO: -14.380 eV
total charge: +2
total energy: -1802.689906 hartree
F_max: 0.0066 Eh/bohr

Mulliken charges in e: 0.11 0.09 0.13 -0.72 -0.85 -0.89 0.95 -0.72 -1.19 0.22 1.25 0.92 0.31 -0.09 -0.91 -0.53 -0.71 -0.61 0.99 -0.65 -0.69 -0.54 -0.75 -0.51 0.09 0.42 0.42 0.44 0.45 0.46 0.54 0.36 0.47 0.44 0.47 0.50 0.40 0.44 0.43 0.44 0.41 -0.39 -0.51 0.26 0.24 0.27 0.30 -0.51 0.29 0.28

# 7
Entry from OMol25: C22H22LiN7O6S5 as an isolated structure (ωB97M-V with the def2-TZVPD basis set).

Geometry (Å):
Li -0.062 -1.371 0.400
O 3.913 -2.099 -1.234
C 4.233 -3.158 -0.476
C 5.471 -3.772 -0.688
C 5.846 -4.870 0.061
C 4.995 -5.379 1.038
C 3.770 -4.769 1.252
C 3.368 -3.659 0.514
C 2.041 -3.004 0.760
O 1.723 -2.002 0.017
N 1.324 -3.516 1.726
N 0.135 -2.812 1.898
C -0.810 -3.490 2.400
S -2.356 -2.755 2.782
C -3.245 -4.304 2.506
C -2.447 -5.397 3.193
S -0.705 -5.234 2.697
H 2.985 -1.845 -0.933
H 6.116 -3.362 -1.455
H 6.809 -5.335 -0.118
H 5.285 -6.242 1.624
H 3.085 -5.138 2.003
H -3.325 -4.465 1.432
H -4.249 -4.193 2.910
H -2.783 -6.387 2.879
H -2.532 -5.318 4.277
S -3.115 1.856 -0.872
C -3.921 0.408 -0.356
C -5.225 0.650 0.218
N -6.265 0.882 0.660
C -3.497 -0.893 -0.415
S -2.014 -1.558 -1.072
C -4.400 -1.896 0.086
N -5.107 -2.728 0.465
C 0.058 5.510 -4.732
C -0.537 5.269 -3.352
S 0.769 5.298 -2.134
O 1.630 4.167 -2.378
O 1.342 6.627 -2.143
C -0.056 5.078 -0.577
C -0.903 3.808 -0.485
N -0.334 2.755 0.338
C -0.033 1.520 -0.129
N 0.053 0.634 0.858
C -0.235 1.294 2.000
C -0.482 2.606 1.707
N -0.809 3.645 2.599
O -0.959 3.358 3.778
O -0.974 4.779 2.146
C 0.258 1.197 -1.547
H -0.736 5.504 -5.478
H 0.771 4.726 -4.981
H 0.569 6.472 -4.770
H -1.026 4.297 -3.294
H -1.249 6.044 -3.067
H -0.651 5.975 -0.412
H 0.755 5.086 0.151
H -1.069 3.358 -1.458
H -1.891 4.036 -0.094
H -0.257 0.816 2.964
H 1.227 1.611 -1.834
H -0.525 1.569 -2.204
H 0.254 0.115 -1.653

## Properties
LUMO level: 0.141 Ha
2S+1: 1
E_HOMO: -1.266 eV
total charge: -2
total energy: -3684.837516 hartree
F_max: 0.0102 Eh/bohr

Mulliken charges in e: 0.55 -0.74 0.24 -0.68 -0.25 -0.76 -0.28 0.21 1.08 -1.07 -0.45 -0.38 0.21 -0.09 -0.70 -0.58 -0.12 0.42 0.40 0.34 0.37 0.46 0.31 0.45 0.37 0.29 -0.37 0.50 -0.06 -0.64 0.35 -0.41 -0.17 -0.66 -1.38 -0.32 1.26 -0.63 -0.72 -0.79 -0.77 0.64 0.32 -0.21 -0.66 -0.18 1.09 -0.68 -0.65 -0.75 0.40 0.34 0.35 0.28 0.42 0.41 0.39 0.02 0.50 0.52 0.28 0.22 0.18

# 8
Entry from OMol25: C22H23AsClNO5SSr as an isolated structure (ωB97M-V with the def2-TZVPD basis set).

Geometry (Å):
Sr -0.916 0.488 0.251
O -1.856 -0.950 2.109
C -1.027 -0.238 2.705
O -1.033 1.017 2.692
C 0.259 -0.916 3.120
C 0.378 -1.892 4.128
C 1.596 -2.483 4.309
C 2.680 -2.128 3.471
C 3.966 -2.704 3.571
C 4.962 -2.327 2.714
C 4.723 -1.356 1.721
C 3.490 -0.779 1.596
C 2.445 -1.155 2.468
N 1.235 -0.558 2.321
H -0.485 -2.157 4.721
H 1.745 -3.233 5.076
H 4.146 -3.451 4.335
H 5.942 -2.779 2.791
H 5.525 -1.072 1.052
H 3.274 -0.034 0.840
C 1.738 2.457 3.504
As 1.042 3.504 2.041
C -0.712 4.107 2.582
C 2.143 5.096 1.992
S 1.098 2.634 0.132
H 1.904 3.120 4.354
H 2.679 2.003 3.195
H 1.013 1.689 3.746
H -0.611 4.783 3.432
H -1.310 3.242 2.853
H -1.161 4.637 1.744
H 2.119 5.608 2.953
H 1.770 5.751 1.207
H 3.165 4.807 1.752
C -2.442 -0.031 -6.629
C -3.204 -0.777 -5.573
C -4.575 -0.944 -5.643
C -5.254 -1.635 -4.649
Cl -6.977 -1.825 -4.759
C -4.576 -2.164 -3.571
C -3.199 -2.002 -3.486
C -2.513 -1.318 -4.478
O -1.167 -1.120 -4.492
C -0.410 -1.607 -3.414
C -0.635 -0.856 -2.095
O -1.376 0.151 -2.076
O -0.030 -1.298 -1.090
H -3.112 0.328 -7.409
H -1.684 -0.671 -7.083
H -1.920 0.820 -6.191
H -5.125 -0.534 -6.480
H -5.111 -2.696 -2.797
H -2.679 -2.406 -2.629
H 0.635 -1.477 -3.693
H -0.574 -2.674 -3.239

## Properties
LUMO level: 0.000 Ha
2S+1: 1
E_HOMO: -7.922 eV
total energy: -4408.144360 hartree
F_max: 0.0150 Eh/bohr

Mulliken charges in e: 1.44 -0.71 -0.64 -0.64 1.29 -1.04 -0.76 1.04 -0.72 -0.56 -0.47 -0.42 -0.27 0.53 0.53 0.41 0.39 0.39 0.40 0.51 -0.86 0.74 -1.01 -1.09 -0.55 0.47 0.31 0.14 0.38 0.32 0.33 0.39 0.35 0.34 -1.32 0.74 -0.75 0.20 -0.24 -0.93 -0.42 0.81 -0.48 -0.76 1.36 -1.09 -0.99 0.39 0.30 0.28 0.35 0.41 0.38 0.42 0.41